# 1
Computed, not measured: a 8-piece molecular cluster, C30H60Br2O12P2 overall in a non-equilibrium geometry, with ωB97M-V/def2-TZVPD.

Structure (XYZ):
```
106
Properties=species:S:1:pos:R:3:lowdin_charge:R:1
C 7.374 -1.738 2.028 -0.075
C 7.018 -0.521 2.873 -0.276
O 5.869 0.134 2.397 -0.128
C 6.109 1.171 1.480 -0.210
C 5.113 2.280 1.695 -0.198
O 3.838 1.962 1.189 -0.106
C 2.862 1.678 2.164 -0.193
C 1.546 2.337 1.830 -0.179
O 0.857 1.673 0.780 -0.194
C 0.245 0.496 1.191 -0.439
P -1.588 0.734 1.544 0.804
C -2.215 -1.028 1.474 -0.391
C -3.502 -1.241 2.194 -0.897
O -4.402 -0.561 2.199 0.079
Br -3.592 -2.954 3.191 0.651
P -1.759 1.608 3.529 0.306
O -3.345 1.509 3.880 -0.438
Br -0.791 0.190 5.031 0.137
H 7.807 -1.357 1.108 0.071
H 8.076 -2.379 2.546 0.076
H 6.500 -2.326 1.821 0.041
H 6.839 -0.842 3.892 0.112
H 7.904 0.117 2.902 0.111
H 7.094 1.626 1.601 0.122
H 6.063 0.836 0.443 0.126
H 5.122 2.594 2.737 0.128
H 5.488 3.127 1.116 0.124
H 2.724 0.598 2.219 0.115
H 3.127 2.001 3.172 0.131
H 1.705 3.353 1.500 0.134
H 0.935 2.354 2.737 0.088
H 0.694 0.034 2.069 0.072
H 0.259 -0.197 0.346 0.074
H -1.440 -1.677 1.859 0.059
H -2.354 -1.278 0.426 0.096
H -3.591 2.220 4.487 0.051
C 3.067 -4.088 3.524 -0.017
C 4.536 -4.389 3.345 -0.491
O 5.377 -3.529 3.476 0.062
C 4.908 -5.810 2.994 -0.020
H 2.942 -3.036 3.771 0.080
H 2.526 -4.301 2.600 0.084
H 2.657 -4.694 4.333 0.085
H 4.444 -6.095 2.049 0.085
H 4.575 -6.488 3.782 0.085
H 5.988 -5.887 2.895 0.081
C -7.722 -6.161 2.075 -0.026
C -7.291 -5.438 0.821 -0.506
O -7.763 -5.711 -0.259 0.066
C -6.246 -4.360 0.980 -0.047
H -8.473 -6.907 1.822 0.079
H -6.866 -6.661 2.531 0.084
H -8.151 -5.453 2.786 0.084
H -5.330 -4.786 1.389 0.051
H -6.614 -3.577 1.646 0.080
H -6.029 -3.923 0.008 0.083
C 3.420 -1.736 -0.491 -0.002
C 2.300 -2.260 -1.356 -0.494
O 1.140 -2.176 -1.005 0.039
C 2.680 -2.879 -2.671 -0.016
H 3.007 -1.312 0.424 0.071
H 4.101 -2.547 -0.227 0.086
H 3.969 -0.957 -1.022 0.085
H 3.330 -3.740 -2.506 0.091
H 3.194 -2.144 -3.286 0.052
H 1.780 -3.210 -3.188 0.085
C -1.055 1.753 -3.594 -0.027
C 0.278 1.108 -3.878 -0.495
O 0.464 0.426 -4.862 0.058
C 1.371 1.352 -2.868 -0.007
H -1.756 1.501 -4.389 0.084
H -1.449 1.388 -2.645 0.075
H -0.945 2.837 -3.553 0.085
H 1.069 0.972 -1.891 0.071
H 1.585 2.420 -2.801 0.093
H 2.277 0.834 -3.182 0.069
C -5.007 5.084 -2.220 -0.019
C -3.997 3.965 -2.239 -0.496
O -2.824 4.163 -2.020 0.061
C -4.518 2.579 -2.542 -0.017
H -4.504 6.021 -1.991 0.084
H -5.486 5.170 -3.198 0.086
H -5.761 4.893 -1.454 0.064
H -4.976 2.562 -3.533 0.088
H -5.253 2.285 -1.791 0.084
H -3.692 1.873 -2.522 0.055
C 4.460 0.231 -5.684 -0.017
C 5.415 -0.333 -4.660 -0.491
O 5.106 -1.270 -3.957 0.051
C 6.771 0.320 -4.549 -0.022
H 3.525 -0.326 -5.658 0.079
H 4.251 1.279 -5.461 0.087
H 4.894 0.150 -6.682 0.087
H 6.657 1.371 -4.279 0.086
H 7.301 0.244 -5.499 0.085
H 7.353 -0.181 -3.779 0.080
C -9.773 6.529 -0.018 -0.024
C -8.756 5.413 -0.038 -0.502
O -7.585 5.622 0.182 0.060
C -9.266 4.026 -0.345 -0.022
H -9.276 7.468 0.214 0.081
H -10.253 6.614 -0.994 0.085
H -10.529 6.331 0.744 0.085
H -9.725 4.006 -1.334 0.085
H -10.000 3.723 0.404 0.086
H -8.436 3.323 -0.327 0.078
```

Gap between HOMO and LUMO ... 8.993 eV
Multiplicity ... 1
SMILES string ... CCOCCOCCOCP(CC(=O)Br)#P(O)Br.CC(C)=O.CC(C)=O.CC(C)=O.CC(C)=O.CC(C)=O.CC(C)=O.CC(C)=O
LUMO ... 0.3 eV

---

# 2
Computed, not measured: an isolated ion of composition C9H18N5 and charge +1 in a non-equilibrium geometry, with ωB97M-V/def2-TZVPD.

Structure (XYZ):
```
32
Properties=species:S:1:pos:R:3:nbo_charge:R:1
C 0.842 -1.347 -0.019 0.294
C 2.210 0.483 -0.712 0.380
C -2.134 0.364 -0.555 0.146
C 1.709 -2.450 -0.419 -0.748
C -2.147 1.485 -1.557 -0.638
C 0.673 0.671 2.288 -0.613
C -3.261 -1.667 0.114 -0.459
C -1.240 0.343 0.595 -0.003
C 0.243 0.908 0.760 0.272
N 1.225 0.046 -0.065 -0.384
N -3.066 -0.487 -0.673 -0.320
N -0.300 -1.606 0.279 -0.316
N 3.169 -0.062 -1.360 -0.712
N 0.563 2.256 0.344 -0.851
H 2.102 1.563 -0.817 0.250
H 2.687 -2.557 0.120 0.249
H 1.253 -3.537 -0.213 0.303
H 1.666 -2.601 -1.558 0.269
H -2.908 1.350 -2.317 0.260
H -2.312 2.387 -1.139 0.211
H -1.195 1.427 -2.177 0.211
H 1.184 1.503 2.651 0.216
H 1.391 -0.139 2.324 0.221
H -0.138 0.353 2.906 0.236
H -3.327 -2.452 -0.661 0.233
H -4.331 -1.595 0.454 0.229
H -2.543 -1.842 0.844 0.197
H -1.681 0.406 1.565 0.226
H 3.916 0.333 -1.941 0.449
H 3.320 -1.014 -1.216 0.409
H -0.232 2.853 0.403 0.399
H 1.268 2.686 1.056 0.382
```

Gap between HOMO and LUMO ... 8.311 eV
Multiplicity ... 1
LUMO ... -3.9 eV
Net charge ... +1

---

# 3
Computed, not measured: C4H9NO2 as an isolated structure in a non-equilibrium geometry, with ωB97M-V/def2-TZVPD.

Structure (XYZ):
```
16
Properties=species:S:1:pos:R:3:nbo_charge:R:1
C 0.754 2.007 1.265 -0.665
C 0.500 1.494 -0.104 0.160
C -0.255 2.091 -1.019 -0.417
N 0.924 0.116 -0.349 -0.789
H 0.373 3.030 1.395 0.235
H 0.289 1.410 2.068 0.233
H 1.810 2.000 1.526 0.222
H -0.361 1.704 -2.024 0.208
H -0.904 2.926 -0.771 0.213
H 1.492 -0.215 0.430 0.409
H 1.485 0.024 -1.193 0.407
H -0.094 -0.721 -0.341 0.471
O -0.124 -2.317 0.935 -0.694
C -0.978 -2.239 0.051 0.632
O -1.054 -1.317 -0.856 -0.719
H -1.751 -3.027 -0.003 0.092
```

Gap between HOMO and LUMO ... 10.082 eV
Multiplicity ... 1
LUMO ... 0.7 eV

---

# 4
Computed, not measured: C6HAuO6 as an isolated structure in a non-equilibrium geometry, with ωB97M-V/def2-TZVPD.

Structure (XYZ):
```
14
Properties=species:S:1:pos:R:3:mulliken_spin:R:1
O 0.947 0.030 -4.906 -0.003
C 0.201 0.019 -4.023 0.028
Au 0.038 0.004 -0.041 0.629
O 2.644 0.003 -2.136 -0.010
C 2.038 0.004 -1.171 0.185
C -2.061 -0.018 0.010 0.243
O -2.970 -0.021 0.726 -0.007
C 0.107 -2.114 -0.291 0.185
O -0.201 -3.167 -0.609 -0.001
C 0.068 2.110 -0.346 0.186
O -0.261 3.153 -0.675 -0.001
H -0.981 -0.018 -1.458 0.507
O 1.576 0.048 3.251 -0.013
C 1.076 0.034 2.237 0.072
```

Gap between HOMO and LUMO (spin up / spin down) ... 7.132 / 7.027 eV
Multiplicity ... 3
⟨S²⟩ ... 2.01
LUMO (spin up / spin down) ... -10.2 / -12.8 eV
Net charge ... +2